1.
Entry from OMol25: C4H4Br2O2 in the gas phase at a distorted geometry (wB97M-V/def2-TZVPD).

The geometry in XYZ format:
```
12
C4H4Br2O2 wB97M-V/def2-TZVPD
Br -3.28130 -2.06226 -0.03998
Br -3.73309 2.00066 0.00242
O 1.02608 1.89923 -0.80932
O 0.39767 -0.11183 -0.34348
C 0.33534 1.19753 0.05150
C -0.57612 -1.03167 0.07088
C -2.03472 -0.45418 -0.09098
C -2.29382 0.80073 0.06256
H -0.48309 -1.42135 1.11270
H 0.22605 1.46261 1.05067
H 0.97070 1.27235 -1.59800
H -0.27156 -1.93049 -0.47740
```

Summary:
Highest occupied orbital energy (spin up / spin down), eV: -7.88 / -7.89
Gap between HOMO and LUMO (spin up / spin down), eV: 7.27 / 7.28


2.
Entry from OMol25: 3 unconnected molecules or ions with the total composition C12H34N3O3S at a distorted geometry (wB97M-V/def2-TZVPD).

The geometry in XYZ format:
```
53
C12H34N3O3S wB97M-V/def2-TZVPD
S 0.29977 -5.65751 1.44611
O -1.23714 4.91095 -1.05195
O 1.68860 -0.07416 -0.14487
O 0.52414 -6.72732 2.79851
N -0.87799 -4.43552 1.87885
N 2.08192 0.44133 -2.94436
N -4.00606 4.80749 -0.29040
C 0.64569 -0.37882 -1.07695
C 0.64174 -8.11558 2.32311
C 2.24369 -3.43714 1.75551
C -3.41427 7.17363 -0.33909
C -0.90312 5.92194 -1.99011
C 1.44314 1.07226 0.65469
C -1.64054 5.40433 0.22989
C 0.22234 1.86321 -2.25779
C 0.71825 0.42617 -2.39451
C -3.12663 5.82206 0.30914
C 2.03761 -8.43307 1.50006
C 2.00760 -4.94280 1.14928
H -3.41228 7.12658 -1.43137
H 2.80883 -5.64511 1.68764
H -1.48863 4.57050 0.92540
H 2.37396 -0.52117 -3.11809
H 2.00594 0.96254 1.58651
H 1.94639 -9.50942 1.04964
H 1.55850 -2.60492 1.28181
H -1.07126 -3.83441 1.02426
H 0.38409 1.18582 0.90230
H -0.42568 6.78467 -1.51732
H -4.40307 7.53803 -0.03808
H 0.06213 -0.07276 -3.11928
H -0.33853 -0.28930 -0.60209
H -0.97572 6.21001 0.56320
H 2.93188 -8.32129 2.28092
H 2.33784 -4.93496 0.00640
H 2.70736 0.75073 -2.19450
H -2.67729 7.92202 -0.02772
H 1.81649 1.96627 0.15033
H -1.80100 -4.94567 2.01976
H 2.22925 -7.67160 0.61331
H -0.72721 1.89958 -1.71261
H 3.36185 -3.13713 1.46788
H -0.28715 -8.38878 1.63046
H -3.38440 5.91392 1.37207
H 0.77453 -1.43924 -1.32388
H -1.79514 6.23120 -2.53936
H -3.64495 4.60985 -1.22833
H 0.93745 2.50889 -1.74106
H 2.20448 -3.41340 2.94841
H -0.20388 5.49427 -2.71484
H -3.87408 3.92641 0.20775
H 0.66772 -8.81725 3.28227
H 0.05285 2.30369 -3.24691
```

Summary:
Highest occupied orbital energy, eV: -10.65
Net charge: +1
Gap between HOMO and LUMO, eV: 6.37